Entry from the Open Molecules 2025 dataset: a 4-piece molecular cluster, C2H12N2O3 overall (ωB97M-V/def2-TZVPD).

Element x y z (Å)
C -0.456 -0.290 -1.354
C 0.734 -0.404 -0.690
N 1.297 0.753 0.045
N -1.219 -1.259 -1.914
H -0.753 0.763 -1.472
H 1.257 -1.347 -0.540
H 1.568 0.581 1.037
H 0.729 1.592 0.052
H -0.812 -2.172 -2.036
H -2.041 -0.956 -2.639
H 4.008 0.014 -0.994
H 3.726 1.028 -0.055
O 4.530 0.654 -0.401
H -1.822 -3.084 1.392
H -1.226 -2.030 0.302
O -1.231 -2.294 1.197
H -3.249 2.876 1.531
H -2.742 2.045 2.558
O -3.406 2.691 2.481

Values from the calculation:
- relative energy (zero: lowest compared OMol25 entry of this formula, charge and spin) (kcal/mol) = 41.7
- net charge = +1
- frontier orbital gap (spin up / spin down) (eV) = 10.1 / 6.6
- E_LUMO (spin up / spin down) (eV) = -4.1 / -7.6
- 2S+1 = 2